34
Properties=species:S:1:pos:R:3:forces:R:3 method="wB97M-V/def2-TZVPD" relative_energy_ev=0.499 e_tot_ev=-21284.9733 lumo_energy_ev=0.8 homo_ev=-8.55
H 3.057139 2.968787 2.634500 0.19 0.77 0.41
H 2.296776 -1.265175 2.636318 -0.18 0.45 -0.35
H -1.497356 -3.565949 -2.229656 -0.04 -0.22 0.21
C 2.329778 -0.327876 2.043708 -0.45 -0.46 0.69
H -3.278905 -1.985367 -2.467458 0.03 0.20 0.05
H -0.249251 -2.382374 -2.263190 0.54 0.31 -0.22
H -2.112301 -1.901856 -3.768967 -0.13 0.13 -0.36
C -1.347027 -2.375350 -0.408968 0.94 0.18 -0.61
C -2.263708 -1.667220 -2.720621 0.78 0.04 -0.14
N -1.229275 0.175730 -0.321720 0.91 -2.72 0.47
C 0.543205 1.182441 1.095261 1.00 -2.38 -0.02
H 2.063025 0.992127 3.837212 0.50 -0.32 -1.05
C 1.289471 2.424533 1.511961 0.45 0.52 -0.04
H -3.021278 0.256557 -3.121222 -0.71 0.45 -0.17
C -2.196553 -0.144773 -2.567518 1.41 0.18 1.34
H -0.854721 1.303041 -2.588592 -0.26 -0.53 -0.26
H 3.358897 2.011386 1.213183 0.13 -0.09 0.18
C 1.026371 -0.100173 1.332851 -1.04 1.16 -0.64
H -2.362614 -2.377127 -0.061077 -0.75 -0.14 0.02
C 2.692959 2.138834 2.075321 -0.26 -1.23 -0.63
H -0.821571 -3.260484 0.015992 -0.21 1.09 0.17
H 0.756232 2.994884 2.275424 -0.42 -0.05 -0.18
N 0.332913 -1.204951 0.870137 -0.46 0.55 -0.81
H 3.133973 -0.476285 1.311305 -0.22 0.00 -0.09
H -2.643224 1.241500 -1.155799 -0.13 1.20 0.31
H 3.730944 0.597676 3.280293 -0.43 0.63 0.03
H 1.442966 3.102327 0.650324 -0.51 -0.30 0.33
C -0.711986 -1.062374 0.077444 0.34 -0.87 0.43
N -2.379737 0.288101 -1.179983 0.13 -1.48 1.08
O -0.983456 0.433460 -3.015254 0.43 -0.33 -0.66
C -0.582460 1.281009 0.194648 -0.15 1.78 -0.03
C 2.715101 0.863613 2.919749 0.31 -0.22 0.66
C -1.263654 -2.542271 -1.949541 -0.99 0.62 0.62
O -0.970674 2.383600 -0.156063 -0.75 1.07 -0.70


37
Properties=species:S:1:pos:R:3:forces:R:3 method="wB97M-V/def2-TZVPD" relative_energy_ev=0.000 e_tot_ev=-36217.2577 lumo_energy_ev=0.6 homo_ev=-8.71
C 3.563000 0.102093 0.110877 -0.27 -0.29 0.24
O -3.086048 3.766503 0.846834 -0.12 0.24 0.11
H -4.400700 1.456996 0.697141 -0.11 -0.01 0.05
H -5.426568 -2.844585 -0.827730 -0.02 -0.09 -0.10
N -1.509473 0.369619 -0.636631 0.30 -0.09 -0.17
O 3.652022 0.696540 -0.926914 0.18 0.28 -0.38
H 6.268674 -0.077582 -0.965467 0.02 -0.01 -0.08
H 6.906124 -0.839729 0.500922 0.07 -0.07 0.03
O 0.581595 -1.831816 0.281142 -0.06 -0.18 0.09
H 0.148386 -0.616234 -1.902340 0.19 -0.08 0.08
H -5.513142 -0.464855 -0.091641 -0.02 0.08 0.08
H 1.918471 -0.294158 -2.129541 -0.09 0.02 0.04
H 5.377554 1.810477 0.361155 0.04 -0.11 0.17
C -3.387890 1.459372 0.333537 -0.13 -0.31 -0.04
C -4.794553 -1.152109 0.359208 0.15 -0.19 -0.16
C 6.668810 0.110006 0.027767 -0.37 0.06 0.17
H -3.531269 -1.212994 -1.386667 0.07 -0.03 -0.02
C 5.655449 0.878108 0.862042 0.40 0.24 -0.27
S 0.831587 1.512132 -1.071175 0.20 0.17 -0.15
H -2.729624 -1.726867 0.082757 0.03 0.00 -0.05
H -4.703181 -0.901303 1.417807 -0.04 0.10 0.01
H -0.789334 3.456802 -0.012067 -0.14 -0.08 0.06
H -6.277505 -2.684104 0.708781 -0.09 -0.09 0.02
O 4.469982 0.106033 1.090622 -0.13 -0.18 0.20
H 7.577924 0.696415 -0.065761 0.13 0.05 -0.02
C -2.797637 0.349007 -0.183417 -0.16 0.37 0.16
H -4.618106 -3.281955 0.677517 0.05 -0.12 0.03
C -3.437998 -0.996515 -0.318097 -0.35 0.10 0.24
H 6.042801 1.089892 1.860035 -0.09 0.01 -0.12
C 1.332353 -1.011949 -0.176625 -0.01 0.10 -0.34
C -0.846291 1.466761 -0.544175 0.07 -0.42 -0.20
H 2.622198 -1.178124 1.384223 -0.10 0.07 -0.19
C 1.069683 -0.252450 -1.449829 -0.32 0.30 -0.11
C -5.311418 -2.579282 0.220956 -0.02 0.24 0.07
C -2.678076 2.708077 0.422474 0.20 -0.04 -0.09
N 2.505405 -0.704044 0.494770 0.49 -0.17 0.64
N -1.353214 2.615830 -0.052478 0.05 0.12 0.01


37
Properties=species:S:1:pos:R:3:forces:R:3 method="wB97M-V/def2-TZVPD" relative_energy_ev=2.600 e_tot_ev=-35097.8274 lumo_energy_ev=-0.7 homo_ev=-10.42
C 1.253521 0.103692 3.962330 -1.09 -0.63 -1.12
H -1.514925 5.669470 -0.232640 -0.26 -0.42 0.75
H -2.085417 1.365789 -2.496610 0.04 -0.06 0.03
H -0.193157 -0.692263 2.496372 0.11 -0.38 -0.36
C -0.894462 -1.238333 -2.323033 0.30 1.03 0.77
H -0.375980 3.776094 -1.328160 -0.42 0.26 0.15
C 1.965890 -2.079614 1.271376 -1.12 -0.82 -1.99
H -2.643086 2.023830 -0.223780 0.74 0.26 -0.08
H -0.918983 2.037743 0.246835 -0.01 -0.19 0.14
H 0.052239 -0.981122 -2.780200 0.28 -0.05 -0.29
H 0.633067 0.768331 4.576001 0.72 -0.50 -0.08
H -0.972582 4.461898 0.990519 -0.13 0.15 0.06
O -0.702534 -3.801964 -2.840404 1.28 1.66 2.26
H -0.370935 1.461398 -2.190502 0.35 0.33 -0.14
C -1.697645 4.659434 0.198490 0.61 0.09 -1.48
N 3.026601 -0.830982 3.098829 -0.52 -0.39 0.68
H -1.693965 -1.181285 -3.053306 0.06 -0.95 -0.40
C -1.322312 1.243680 -1.718474 0.23 -0.70 -0.17
H -0.568478 -0.346953 -0.403055 -0.51 0.34 -0.38
C 0.807375 -0.626984 2.878886 0.81 0.44 0.62
N 1.949934 -3.644410 -0.944612 -1.28 -0.07 -0.88
H -2.287058 -0.473282 -0.886805 0.57 -0.15 0.02
C 3.085023 -2.805394 0.928599 1.49 0.18 1.12
N 2.585019 -0.090207 4.073199 1.11 0.07 -0.75
H 4.016961 -2.761323 1.495862 -0.48 0.19 0.09
N 1.946111 -1.227985 2.365068 -1.97 1.53 1.16
H -2.052595 3.935839 -1.833870 -0.25 0.03 -0.24
H -2.716372 4.587078 0.597116 0.23 0.00 -0.18
O -1.924964 -3.153261 -0.787214 3.18 0.95 -0.97
H 3.911259 -4.212710 -0.399618 0.05 -0.35 -0.47
N 0.829164 -2.177842 0.525622 0.27 0.16 -0.31
C 0.856833 -2.925324 -0.607369 2.59 0.04 1.91
C -1.425961 3.681210 -0.988781 0.25 -0.10 0.91
C -1.600749 2.221099 -0.585035 -0.84 -0.20 0.00
S -0.734264 -2.898127 -1.662829 -3.89 -2.75 -1.07
C -1.272415 -0.226872 -1.256785 -0.38 0.29 1.32
C 3.049843 -3.620342 -0.162021 -2.13 0.71 -0.62


44
Properties=species:S:1:pos:R:3:forces:R:3 method="wB97M-V/def2-TZVPD" relative_energy_ev=1.083 e_tot_ev=-54617.8545 lumo_energy_ev=0.3 homo_ev=-9.65
H -23.116208 -1.161606 1.181288 -0.02 0.39 0.00
Ag -22.820666 1.863318 4.841493 0.20 0.25 0.54
C -23.724888 -0.318977 0.853280 -0.46 1.90 -0.44
F -20.417072 2.642796 4.714770 -0.42 2.37 -1.11
O -23.261043 1.147481 2.836986 -1.98 -1.01 -4.82
H -25.338662 -1.164705 8.824333 0.91 -0.09 0.06
F -18.424430 2.651335 3.520698 0.42 0.10 0.93
C -21.847217 5.388228 7.861307 -0.61 -0.08 -0.14
C -26.931850 0.148592 6.752295 0.31 -0.23 -1.10
H -27.804854 -1.700424 7.651792 -0.07 0.29 -0.17
C -23.978767 1.736480 -0.618564 0.59 -2.45 2.02
C -21.361581 6.698083 7.291448 0.08 -0.08 -0.30
H -19.717578 5.984260 6.053318 -0.04 -0.55 -0.06
H -23.283959 2.263729 -1.272273 -0.22 1.11 0.82
H -22.731443 5.698886 8.417847 -0.33 -1.07 -0.01
F -19.880686 1.403194 2.579475 -1.78 0.00 -0.10
H -27.242340 -0.386852 8.740119 -0.23 -0.61 0.15
P -19.432206 1.542164 4.100778 2.64 -2.29 1.54
H -20.763659 7.044869 5.168730 -0.34 -0.13 -0.03
F -20.671032 0.577360 4.612990 0.42 -1.43 -0.41
H -24.966536 1.670533 -1.074723 -0.13 0.43 0.44
C -27.051562 -0.929543 7.814272 -0.41 0.49 -0.55
C -20.764373 6.259487 5.924562 0.71 2.21 1.20
O -24.806290 -0.928823 6.908492 -0.47 0.41 -1.90
H -27.681947 0.119005 5.961989 0.14 -0.03 -0.04
H -23.808690 -0.220612 -1.329130 0.59 -0.42 -0.15
C -23.368841 0.348950 -0.510449 -0.37 -2.22 -0.88
O -22.760221 3.517048 6.436135 1.29 2.90 0.71
H -21.187743 4.878106 8.563426 0.15 -0.25 -0.40
H -24.792692 -0.525575 0.925424 -0.13 -0.59 -0.29
H -22.280007 0.355194 -0.560546 -0.06 0.15 -0.31
C -25.512918 -0.056333 6.163696 2.21 2.92 -2.31
C -22.137935 4.593638 6.567683 -0.99 -2.61 0.07
H -26.994479 1.136301 7.209031 0.28 0.09 -0.27
H -25.617272 -2.579984 7.965586 0.25 -0.10 -1.08
F -18.452080 0.214261 3.872396 -0.77 0.95 -0.50
O -24.035103 2.035518 0.832462 0.48 0.05 0.67
H -20.744988 7.247798 8.002587 0.30 0.02 -0.47
F -18.700277 1.554294 5.582604 -0.47 0.33 -0.33
C -25.647459 -1.498409 7.833679 -0.50 -0.87 4.32
C -23.655009 0.940112 1.665718 1.63 2.43 2.24
H -22.311689 7.222894 7.191683 0.38 0.69 -0.64
O -24.936153 0.590792 5.244751 -2.47 -2.25 2.96
O -21.571080 5.196012 5.518078 -0.71 -1.12 0.14